Density functional theory data (wB97M-V/def2-TZVPD) for C24H92MnN44O24 as an isolated structure in a non-equilibrium geometry.

Results
Orbital gap (spin up / spin down) = 7.473 / 7.916 eV
Spin multiplicity = 6
Net charge = 0
Expectation value of S² = 8.75

Last column: Mulliken charge in e.
Geometry (Å):
Mn (0.4930, 0.1390, 2.6363)  1.277
O (1.3913, -1.2397, 1.1764)  0.777
C (0.9776, -0.6645, -0.0537)  1.245
C (0.2606, 0.7652, -0.0191)  2.434
O (-0.7167, 0.9238, 0.9894)  1.757
H (0.1874, -1.2854, -0.4759)  -1.231
H (1.7716, -0.6977, -0.7997)  -1.337
H (-0.2028, 1.0744, -0.9560)  0.615
H (1.0161, 1.5484, -0.0813)  -2.074
C (2.3108, 6.2681, -1.6841)  0.533
O (2.8859, 7.2807, -1.2071)  -0.788
N (1.9497, 6.2326, -2.9262)  -0.253
N (2.1090, 5.2207, -0.9045)  -0.003
H (2.3623, 6.9336, -3.5250)  0.235
H (1.6336, 5.3660, -3.3375)  0.207
H (2.2561, 5.4039, 0.0778)  -0.021
H (2.0458, 4.2966, -1.3071)  -0.029
C (5.1782, -1.7739, 1.0027)  0.686
O (6.3820, -1.8501, 1.1544)  -0.787
N (4.2041, -2.6297, 0.8116)  0.074
N (4.5287, -0.6653, 0.9393)  0.224
H (4.3224, -3.6002, 0.5581)  0.002
H (3.2260, -2.3787, 0.7922)  -0.187
H (4.9919, 0.1997, 1.1788)  -0.048
H (3.5345, -0.6933, 0.7636)  -0.376
C (-1.1137, 2.1887, 4.3481)  0.111
O (-0.3927, 1.2627, 4.3915)  -0.487
N (-1.3554, 3.1443, 5.2202)  -0.199
N (-1.8223, 2.4942, 3.3667)  1.809
H (-1.0576, 3.1349, 6.1853)  0.258
H (-2.1064, 3.7666, 4.9581)  -0.015
H (-1.6863, 1.9275, 2.5418)  -1.091
H (-2.6283, 3.0995, 3.4301)  -0.261
C (1.0925, 6.0566, 2.3947)  0.725
O (2.2534, 5.6367, 2.2280)  -0.708
N (0.6983, 7.3042, 2.1649)  -0.425
N (0.0871, 5.3644, 2.6923)  0.070
H (-0.2494, 7.5454, 2.4173)  0.130
H (1.4364, 7.9193, 1.8536)  0.262
H (-0.8364, 5.7373, 2.8602)  0.150
H (0.0369, 4.3557, 2.6891)  -0.304
C (-4.6241, 0.3373, 4.4377)  0.494
O (-4.5263, -0.6907, 5.1120)  -0.745
N (-4.8630, 0.4285, 3.1323)  -0.224
N (-4.3981, 1.4559, 4.9349)  -0.160
H (-4.6684, 1.3491, 2.7653)  0.215
H (-5.0184, -0.4287, 2.6213)  0.227
H (-4.1235, 1.5723, 5.8999)  0.238
H (-4.3551, 2.1291, 4.1833)  0.088
C (4.0635, -5.8809, 0.3393)  0.334
O (4.9461, -5.1192, 0.2374)  -0.658
N (2.8760, -5.6973, -0.0907)  -0.009
N (4.1375, -7.0174, 0.8958)  -0.363
H (2.4846, -4.7669, -0.1254)  -0.314
H (2.2025, -6.4275, -0.2727)  0.232
H (3.3660, -7.6451, 1.0720)  0.221
H (5.0405, -7.1475, 1.3289)  0.233
C (0.9677, -4.4798, -3.6495)  0.423
O (1.2326, -4.3805, -4.7568)  -0.722
N (-0.0020, -5.3121, -3.2423)  -0.343
N (1.5517, -3.9298, -2.6515)  0.412
H (-0.4344, -5.2561, -2.3312)  0.064
H (-0.5911, -5.7144, -3.9573)  0.282
H (2.1611, -3.1855, -2.9593)  -0.243
H (1.2138, -3.9948, -1.7020)  -0.115
C (2.7948, 2.4121, 2.4326)  -0.061
O (1.7320, 1.8815, 2.5993)  -0.377
N (3.4757, 2.8757, 3.4458)  -0.406
N (3.3870, 2.4952, 1.2489)  -0.089
H (3.4409, 2.3639, 4.3158)  0.240
H (4.3311, 3.4011, 3.3348)  0.204
H (4.3865, 2.3686, 1.3205)  0.212
H (2.8166, 2.2222, 0.4613)  -0.425
C (3.6830, -1.7629, -5.0055)  0.784
O (3.9410, -2.2171, -3.9238)  -0.730
N (4.3609, -0.8497, -5.5606)  -0.344
N (2.6043, -2.0064, -5.6710)  -0.221
H (5.1512, -0.4157, -5.1055)  0.258
H (4.0560, -0.6535, -6.5033)  0.109
H (2.2207, -2.8967, -5.3876)  0.262
H (2.4212, -1.4752, -6.5103)  -0.011
C (-0.5460, -2.9231, 7.2700)  0.566
O (-0.4054, -3.1306, 8.4642)  -0.746
N (0.3600, -2.8101, 6.3760)  0.121
N (-1.6745, -2.9382, 6.7217)  -0.149
H (1.3047, -3.0177, 6.6668)  0.075
H (0.2072, -2.6944, 5.3844)  -0.232
H (-2.4563, -3.0162, 7.3564)  0.256
H (-1.6281, -3.3815, 5.8154)  -0.085
C (-1.6276, -4.3011, -0.0996)  0.294
O (-2.1877, -5.3755, -0.0007)  -0.810
N (-2.2456, -3.2864, -0.4707)  0.468
N (-0.4649, -4.1467, 0.3811)  0.816
H (-1.7120, -2.4289, -0.4759)  -0.423
H (-3.1508, -3.4828, -0.8735)  0.196
H (-0.1776, -3.2294, 0.6912)  -0.676
H (-0.1144, -4.9260, 0.9196)  0.074
C (-2.2601, -2.6823, -5.4722)  0.783
O (-3.2754, -2.0840, -5.7389)  -0.713
N (-1.3173, -2.2234, -4.7213)  0.441
N (-1.9192, -3.8191, -5.9618)  -0.363
H (-0.4426, -2.6401, -4.4360)  0.213
H (-1.5591, -1.3294, -4.3184)  -0.244
H (-0.9902, -4.2068, -5.8787)  0.141
H (-2.5816, -4.1481, -6.6496)  0.253
C (-5.0104, 2.7171, -3.6098)  0.502
O (-5.5521, 1.7407, -4.1196)  -0.664
N (-5.3775, 3.9877, -3.7079)  -0.398
N (-3.7564, 2.7766, -3.2920)  -0.148
H (-4.6977, 4.7112, -3.5220)  0.112
H (-6.1544, 4.3687, -4.2287)  0.236
H (-3.4469, 3.4855, -2.6426)  0.311
H (-3.5399, 1.7913, -3.3409)  -0.104
C (2.3378, -1.5826, 4.5217)  -0.061
O (1.6354, -0.7563, 4.0614)  0.309
N (2.9818, -1.7075, 5.6323)  -0.464
N (2.6307, -2.6184, 3.7823)  0.126
H (2.9680, -1.0500, 6.3989)  0.230
H (3.6815, -2.4348, 5.6702)  0.055
H (2.3482, -2.5575, 2.8146)  -0.459
H (3.3793, -3.2009, 4.1293)  0.188
C (4.3649, 1.3930, -2.7104)  0.220
O (4.7153, 2.5305, -3.1831)  -0.756
N (5.2366, 0.4889, -2.3591)  -0.221
N (3.1598, 0.9091, -2.4770)  1.360
H (4.8654, -0.4380, -2.2074)  0.038
H (6.1372, 0.8454, -2.0727)  0.232
H (2.3770, 1.4482, -2.8186)  -0.159
H (2.8552, 0.2618, -1.7640)  -0.621
C (0.0540, 0.9872, -7.0570)  0.682
O (0.3161, 2.1508, -7.1732)  -0.721
N (-1.0722, 0.6153, -6.4571)  -0.326
N (0.5448, -0.0158, -7.7265)  -0.380
H (-1.3684, 1.1961, -5.6857)  0.155
H (-1.1637, -0.3810, -6.3189)  0.110
H (0.1158, -0.9299, -7.7501)  0.151
H (1.3639, 0.1234, -8.3008)  0.238
C (-4.9392, 4.2929, 2.2478)  0.611
O (-4.4169, 3.2717, 2.5932)  -0.589
N (-5.4860, 5.1855, 2.9813)  -0.417
N (-5.0837, 4.5903, 1.0658)  -0.238
H (-6.0236, 5.9195, 2.5427)  0.133
H (-5.5744, 5.2414, 3.9859)  0.216
H (-5.5272, 5.4676, 0.8343)  0.154
H (-4.7801, 4.0457, 0.2712)  -0.118
C (-1.9446, -1.8844, 3.0099)  -0.332
O (-0.9315, -1.3955, 3.4914)  -0.104
N (-2.5268, -3.0247, 3.3186)  -0.083
N (-2.5325, -1.2423, 2.0793)  1.091
H (-3.4119, -3.3693, 2.9753)  0.182
H (-1.9215, -3.6859, 3.7839)  0.004
H (-2.1073, -0.4004, 1.7181)  -1.170
H (-3.2322, -1.6679, 1.4882)  0.269
C (-3.1256, -0.7521, -1.9726)  -0.147
O (-2.2343, -0.5785, -2.7232)  -0.471
N (-4.1446, -1.4712, -2.1668)  -0.237
N (-3.1299, -0.2423, -0.8070)  0.574
H (-4.2996, -2.0563, -2.9754)  0.278
H (-4.8095, -1.4666, -1.4066)  0.097
H (-2.3391, 0.3307, -0.5491)  -0.947
H (-3.9833, -0.1821, -0.2702)  0.268
C (0.8901, -5.7097, 3.4790)  0.743
O (0.1002, -5.8383, 2.5663)  -0.777
N (0.6403, -5.8642, 4.7424)  -0.439
N (2.1436, -5.7832, 3.3145)  -0.231
H (-0.2953, -5.6955, 5.0833)  0.194
H (1.2922, -6.0974, 5.4777)  0.139
H (2.5823, -6.0579, 4.1818)  0.145
H (2.5289, -5.7906, 2.3809)  0.225
C (0.5677, 3.1869, -3.6790)  0.143
O (1.3378, 2.8970, -2.7713)  -0.219
N (1.0529, 3.5194, -4.8799)  -0.333
N (-0.6911, 3.2680, -3.5072)  0.013
H (0.3116, 3.3983, -5.5552)  0.122
H (2.0086, 3.2258, -5.0232)  0.289
H (-1.2663, 3.5380, -4.2923)  0.294
H (-1.1030, 3.2171, -2.5864)  -0.069
C (-2.0851, 4.1751, -0.6207)  -0.276
O (-2.6442, 5.1472, -1.0041)  -0.778
N (-2.6090, 2.9833, -0.4752)  0.558
N (-0.8769, 4.1765, -0.1952)  0.860
H (-1.9754, 2.3187, -0.0548)  -1.065
H (-3.5984, 2.8284, -0.6068)  0.457
H (-0.3259, 5.0110, -0.3372)  -0.109
H (-0.4430, 3.3336, 0.1534)  -0.878